Molecular formula: C46H44AuN3P2S2
Method: DFT, ωB97M-V with the def2-TZVPD basis set

Each line ends with the Löwdin charge.
Element x y z (Å)
Au: -0.84 -1.68 1.29  0.837
C: 4.26 -0.51 -3.82  -0.032
C: 3.52 -1.73 -3.25  -0.550
C: 2.10 -1.76 -3.81  -0.066
C: 4.25 -3.01 -3.69  -0.031
C: 3.53 -1.66 -1.72  -0.153
C: 4.76 -1.51 -1.05  -0.001
C: 4.86 -1.43 0.32  -0.042
C: 3.68 -1.49 1.06  -0.437
S: 3.47 -1.40 2.77  1.189
C: 1.78 -1.57 2.56  -0.541
N: 1.39 -1.68 1.32  -0.011
C: 2.45 -1.63 0.42  -0.274
C: 2.37 -1.72 -0.97  0.031
C: 0.78 -1.59 3.62  -0.223
C: 1.06 -1.54 4.99  -0.005
C: 0.03 -1.55 5.92  -0.033
C: -1.29 -1.61 5.50  -0.031
C: -1.61 -1.67 4.15  -0.101
C: -0.56 -1.66 3.28  -0.204
H: 4.09 -0.44 -4.89  0.095
H: 5.33 -0.58 -3.66  0.086
H: 3.91 0.42 -3.35  0.076
H: 2.15 -1.77 -4.90  0.097
H: 1.53 -0.88 -3.51  0.064
H: 1.56 -2.66 -3.50  0.085
H: 4.32 -3.04 -4.78  0.096
H: 3.72 -3.91 -3.35  0.093
H: 5.27 -3.05 -3.29  0.085
H: 5.68 -1.47 -1.63  0.123
H: 5.82 -1.32 0.80  0.124
H: 1.41 -1.85 -1.44  0.087
H: 2.10 -1.49 5.31  0.120
H: 0.26 -1.51 6.97  0.125
H: -2.10 -1.62 6.23  0.125
H: -2.64 -1.72 3.81  0.086
C: -0.86 2.51 1.27  -0.515
P: -1.38 0.83 0.81  0.963
C: -3.09 0.83 1.47  -0.391
C: -3.23 0.96 2.86  -0.131
C: -4.49 0.96 3.44  -0.067
C: -5.62 0.81 2.65  -0.062
C: -5.49 0.65 1.28  -0.061
C: -4.23 0.65 0.69  -0.099
C: -1.61 0.70 -0.98  -0.385
C: -2.24 1.66 -1.76  -0.078
C: -2.45 1.43 -3.11  -0.039
C: -2.04 0.24 -3.70  -0.047
C: -1.41 -0.73 -2.94  -0.089
C: -1.19 -0.49 -1.59  -0.153
P: 0.96 2.73 0.96  1.013
C: 0.92 2.99 -0.85  -0.409
C: 0.32 4.12 -1.42  -0.091
C: 0.29 4.29 -2.79  -0.065
C: 0.87 3.33 -3.62  -0.069
C: 1.48 2.22 -3.07  -0.078
C: 1.51 2.04 -1.69  -0.108
C: 1.22 4.44 1.54  -0.418
C: 0.33 5.14 2.35  -0.099
C: 0.62 6.44 2.75  -0.072
C: 1.80 7.04 2.36  -0.071
C: 2.70 6.34 1.56  -0.066
C: 2.41 5.05 1.16  -0.108
H: -1.05 2.59 2.34  0.040
H: -1.49 3.24 0.75  0.072
H: -2.35 1.07 3.49  0.099
H: -4.59 1.08 4.51  0.114
H: -6.61 0.81 3.10  0.115
H: -6.37 0.53 0.66  0.114
H: -4.14 0.51 -0.38  0.098
H: -2.60 2.58 -1.31  0.122
H: -2.95 2.19 -3.71  0.122
H: -2.20 0.08 -4.76  0.119
H: -1.07 -1.65 -3.39  0.104
H: -0.65 -1.24 -1.00  0.033
H: -0.10 4.88 -0.77  0.114
H: -0.17 5.17 -3.22  0.113
H: 0.85 3.47 -4.70  0.112
H: 1.95 1.49 -3.72  0.085
H: 2.01 1.18 -1.26  0.084
H: -0.60 4.68 2.67  0.088
H: -0.09 6.98 3.36  0.110
H: 2.02 8.05 2.68  0.111
H: 3.63 6.81 1.26  0.111
H: 3.13 4.50 0.55  0.107
C: -2.73 -5.93 1.66  0.013
N: -2.68 -5.35 0.31  -0.098
C: -2.58 -6.05 -0.87  -0.002
C: -2.58 -5.15 -1.88  -0.020
N: -2.68 -3.91 -1.28  0.095
C: -2.74 -4.03 0.05  -0.703
S: -2.97 -2.75 1.18  0.712
H: -2.60 -7.01 1.57  0.103
H: -3.69 -5.71 2.12  0.103
H: -1.94 -5.52 2.27  0.096
H: -2.53 -7.13 -0.90  0.142
H: -2.53 -5.29 -2.94  0.136
H: -2.74 -3.02 -1.76  0.144

ΔE to the lowest compared entry with this formula, charge and spin = 0.355 eV
HOMO level = -12.368 eV
Total charge = +2
Orbital gap = 4.90 eV
Lowest unoccupied orbital energy = -7.472 eV
E = -3557.8565 Eh


Molecular formula: C8H20BrCl8N2O3
Method: DFT, ωB97M-V with the def2-TZVPD basis set

Each line ends with the Löwdin charge.
Element x y z (Å)
N: -8.34 21.35 -17.85  0.157
H: -9.16 21.69 -17.34  -0.061
H: -8.29 20.31 -17.90  0.046
H: -7.52 21.64 -17.31  -0.023
H: -8.36 21.72 -18.79  0.020
N: -8.97 17.67 -17.43  -0.609
O: -10.02 17.67 -16.77  -0.029
O: -8.21 18.67 -17.44  -0.126
O: -8.69 16.65 -18.10  -0.064
Br: -11.74 21.48 -18.11  -0.565
Cl: -8.94 22.37 -15.11  0.589
C: -10.56 22.01 -14.44  -0.672
C: -10.71 20.54 -14.22  -0.615
Cl: -12.26 20.38 -13.28  0.506
H: -11.31 22.40 -15.12  0.033
H: -10.63 22.59 -13.53  0.054
H: -9.94 20.03 -13.65  0.067
H: -10.91 19.94 -15.11  0.051
Cl: -3.48 18.21 -19.60  0.514
C: -4.70 18.32 -20.91  -0.640
C: -6.02 18.80 -20.37  -0.652
Cl: -5.95 20.35 -19.54  0.600
H: -4.81 17.35 -21.40  0.075
H: -4.29 18.98 -21.67  0.063
H: -6.51 18.03 -19.77  0.074
H: -6.70 18.96 -21.21  0.078
Cl: -5.73 24.01 -20.28  0.542
C: -6.89 24.97 -21.20  -0.677
C: -8.14 25.21 -20.40  -0.660
Cl: -9.13 23.73 -20.27  0.572
H: -7.11 24.46 -22.14  0.066
H: -6.44 25.92 -21.51  0.070
H: -8.75 26.01 -20.82  0.072
H: -7.93 25.53 -19.38  0.064
Cl: -5.75 20.01 -13.70  0.549
C: -4.25 19.98 -14.66  -0.670
C: -4.48 20.20 -16.13  -0.636
Cl: -5.33 21.73 -16.46  0.561
H: -3.82 18.99 -14.52  0.072
H: -3.52 20.68 -14.26  0.069
H: -5.08 19.41 -16.58  0.066
H: -3.53 20.27 -16.65  0.070

ΔE to the lowest compared entry with this formula, charge and spin = 0.029 eV
HOMO level = -4.499 eV
Total charge = -1
Orbital gap = 6.66 eV
Lowest unoccupied orbital energy = 2.160 eV
E = -6907.6076 Eh


Molecular formula: C6H7N
Method: DFT, ωB97M-V with the def2-TZVPD basis set

Each line ends with the Löwdin charge.
Element x y z (Å)
C: 0.94 -0.87 0.76  -0.323
C: -0.99 0.91 -0.63  -0.093
C: 0.30 -1.48 1.68  0.045
C: 1.76 -1.02 -0.61  -0.033
C: -2.08 1.92 -0.99  -0.157
C: 1.29 0.26 0.02  -0.022
N: -2.16 0.55 -0.35  0.031
H: -0.55 -1.01 2.29  0.102
H: 0.41 -2.52 2.01  0.071
H: 2.83 -1.00 -0.68  0.087
H: 1.14 -1.33 -1.42  0.088
H: -2.53 2.67 -0.39  0.060
H: -2.30 1.85 -2.01  0.037
H: 1.95 1.07 0.32  0.107

ΔE to the lowest compared entry with this formula, charge and spin = 8.485 eV
HOMO level (spin up / spin down) = -7.967 / -8.410 eV
Total charge = 0
Orbital gap (spin up / spin down) = 6.96 / 7.68 eV
Lowest unoccupied orbital energy (spin up / spin down) = -1.003 / -0.729 eV
E = -287.2754 Eh